(1)
ORCA calculation (ωB97M-V/def2-TZVPD) on a structure of composition C33H42Cl3N2O9S6SiSn.

Properties
Gap between HOMO and LUMO = 6.3 eV
Net charge = -1

Last column: Löwdin charge in e.
CARTESIAN COORDINATES (ANGSTROEM)
Sn1 -0.051 0.037 0.167  1.2478
O1 0.523 3.086 3.076  0.0784
C1 0.344 1.945 2.701  -0.5592
O2 0.538 1.567 1.472  -0.2211
C2 -0.072 0.891 3.685  -0.0444
C3 -0.023 1.239 5.018  0.0809
C4 -0.338 0.319 6.005  -0.1355
C5 -0.709 -0.967 5.681  0.0781
C6 -0.803 -1.304 4.350  -0.0572
C7 -0.483 -0.413 3.283  -0.2812
O3 -0.571 -0.817 2.062  -0.1795
N1 -1.245 -2.665 4.065  -0.3355
O4 -1.991 -2.852 3.124  0.0724
O5 -0.846 -3.553 4.803  0.0713
N2 -0.275 0.704 7.410  -0.3612
O6 -0.573 -0.134 8.245  0.0584
O7 0.069 1.839 7.676  0.0728
H1 0.275 2.246 5.272  0.1344
H2 -0.940 -1.692 6.447  0.1328
Cl1 -6.662 -3.574 1.668  0.6448
C8 -5.309 -2.627 1.117  -0.6748
C9 -4.896 -1.530 1.846  -0.1401
C10 -3.818 -0.785 1.402  -0.5498
Cl2 -3.389 0.621 2.319  0.8071
C11 -3.090 -1.109 0.243  -0.4594
O8 -2.077 -0.398 -0.205  -0.3023
C12 -3.597 -2.205 -0.479  -0.5784
Cl3 -2.848 -2.618 -1.993  0.7470
C13 -4.672 -2.966 -0.061  -0.1392
H3 -5.406 -1.245 2.755  0.1053
H4 -5.009 -3.804 -0.655  0.1024
O9 0.486 -2.043 0.061  -0.6671
S1 -0.489 -3.225 0.254  1.0184
C14 0.248 -4.198 1.600  -0.2784
C15 0.936 -5.426 0.997  -0.2066
C16 1.281 -5.094 -0.451  -0.2345
C17 0.052 -4.394 -1.010  -0.3180
H5 -0.533 -4.438 2.317  0.0692
H6 0.946 -3.499 2.056  0.0804
H7 0.250 -6.276 1.028  0.1122
H8 1.815 -5.695 1.583  0.1170
H9 1.518 -5.986 -1.033  0.1183
H10 2.128 -4.412 -0.533  0.0576
H11 -0.791 -5.076 -1.159  0.0964
H12 0.216 -3.815 -1.918  0.0817
C18 3.314 -2.022 1.545  -0.3537
S2 3.079 -0.386 0.822  0.8170
C19 4.239 -0.424 -0.488  -1.0100
C20 4.122 -1.147 -1.639  -1.1886
S3 2.871 -2.188 -2.136  0.5190
S4 5.475 -0.895 -2.740  0.8797
C21 6.410 0.215 -1.802  -1.5326
S5 7.844 0.865 -2.300  0.4609
S6 5.668 0.573 -0.295  0.8816
H13 2.644 -2.085 2.403  0.0314
H14 4.342 -2.133 1.885  0.0472
H15 3.065 -2.782 0.806  0.0097
C22 1.116 4.245 -0.326  -0.0874
C23 1.365 3.251 -1.471  -0.5911
C24 2.663 2.510 -1.117  -0.1097
C25 1.615 4.079 -2.748  -0.0878
Si1 -0.037 1.979 -1.829  0.8904
C26 0.187 1.037 -3.481  -0.6127
C27 -0.372 1.850 -4.662  -0.0882
C28 1.647 0.681 -3.792  -0.1107
C29 -0.582 -0.289 -3.391  -0.1304
C30 -1.781 2.780 -1.637  -0.5955
C31 -1.793 4.120 -2.402  -0.0917
C32 -2.066 3.066 -0.154  -0.0978
C33 -2.957 1.957 -2.183  -0.0869
H16 2.017 4.861 -0.225  0.0919
H17 0.957 3.748 0.629  0.0545
H18 0.288 4.926 -0.515  0.0660
H19 3.495 3.221 -1.122  0.0955
H20 2.914 1.706 -1.809  0.0573
H21 2.594 2.100 -0.108  0.0419
H22 2.416 4.794 -2.531  0.0897
H23 0.741 4.655 -3.059  0.0643
H24 1.943 3.477 -3.590  0.0578
H25 0.118 2.819 -4.775  0.0691
H26 -1.446 2.019 -4.585  0.0575
H27 -0.195 1.283 -5.582  0.0878
H28 2.274 1.548 -3.981  0.0692
H29 1.665 0.060 -4.695  0.0940
H30 2.095 0.082 -3.001  0.0015
H31 -1.619 -0.168 -3.079  0.0387
H32 -0.093 -0.978 -2.695  0.0428
H33 -0.576 -0.775 -4.374  0.0940
H34 -1.084 4.843 -2.007  0.0563
H35 -2.793 4.557 -2.303  0.0881
H36 -1.596 3.994 -3.468  0.0680
H37 -1.286 3.646 0.334  0.0661
H38 -2.204 2.142 0.406  0.0178
H39 -3.005 3.627 -0.075  0.0932
H40 -2.891 1.794 -3.259  0.0645
H41 -3.879 2.519 -1.996  0.0893
H42 -3.045 0.992 -1.690  0.0590

***

(2)
ORCA calculation (ωB97M-V/def2-TZVPD) on a structure of composition H20HeO10Xe at a distorted geometry.

Properties
Gap between HOMO and LUMO = 9.5 eV

Last column: Löwdin charge in e.
CARTESIAN COORDINATES (ANGSTROEM)
He1 17.154 -0.869 11.019  0.0981
Xe1 16.186 0.188 8.439  0.0161
O1 14.279 -2.128 12.308  -0.0737
H1 15.080 -2.348 12.782  -0.0183
H2 14.356 -2.595 11.476  -0.0189
O2 14.335 -3.348 9.808  -0.0505
H3 15.226 -3.360 9.458  0.0038
H4 13.864 -2.734 9.245  0.0528
O3 18.223 2.449 11.997  -0.0379
H5 17.913 2.786 11.156  0.0433
H6 17.506 1.901 12.316  0.0403
O4 19.476 -2.940 9.942  -0.0561
H7 18.694 -3.401 9.641  -0.0203
H8 20.198 -3.359 9.472  0.0417
O5 16.391 -3.365 13.371  -0.0251
H9 16.039 -3.654 14.214  0.0687
H10 16.546 -4.176 12.886  0.0484
O6 20.040 0.207 12.020  -0.0667
H11 19.444 0.887 11.705  -0.0029
H12 20.565 -0.027 11.255  -0.0084
O7 21.034 -0.431 9.543  -0.0372
H13 20.652 -1.307 9.481  0.0031
H14 21.967 -0.588 9.694  0.0578
O8 17.148 -4.354 9.550  -0.0240
H15 17.089 -4.971 8.821  0.0756
H16 17.045 -4.895 10.332  0.0680
O9 19.448 -1.675 13.918  -0.0760
H17 19.319 -2.416 13.326  0.0066
H18 19.374 -0.904 13.356  -0.0279
O10 13.415 0.545 12.999  -0.0649
H19 13.691 -0.349 12.796  -0.0281
H20 14.182 1.083 12.803  0.0127

***

(3)
ORCA calculation (ωB97M-V/def2-TZVPD) on a cluster of 3 separate species, C16H35BN2O10P2 in total at a distorted geometry.

Properties
Gap between HOMO and LUMO = 6.3 eV
SMILES string = CCOB(O)[C@@H](C#N)[C@H](C#N)CC(C)C.COP(=O)(OC)OC.COP(=O)(OC)OC

Last column: Löwdin charge in e.
CARTESIAN COORDINATES (ANGSTROEM)
C1 0.941 -3.342 1.555  -0.0675
C2 0.511 -3.389 -0.018  -0.2126
O1 1.356 -2.418 -0.705  0.0057
B1 0.666 -1.197 -1.011  -0.5089
O2 0.863 -0.667 -2.364  0.0691
C3 -0.263 -0.329 0.015  -0.1202
C4 0.115 1.222 -0.253  -0.1253
N1 0.078 2.389 -0.543  0.1337
C5 -1.842 -0.628 -0.083  -0.2123
C6 -2.103 -1.362 -1.508  -0.1458
N2 -2.697 -1.833 -2.448  0.1522
C7 -2.796 0.639 0.164  -0.1620
C8 -4.261 0.281 0.730  -0.3788
C9 -5.063 -0.815 -0.130  -0.1188
C10 -5.131 1.666 0.612  -0.0988
H1 0.695 -4.395 1.970  0.0921
H2 2.079 -3.136 1.598  0.0874
H3 0.372 -2.522 2.110  0.0697
H4 0.790 -4.427 -0.451  0.1358
H5 -0.612 -3.254 -0.183  0.1103
H6 0.337 -1.303 -2.922  0.1124
H7 0.084 -0.621 1.083  0.1404
H8 -2.078 -1.391 0.757  0.1596
H9 -2.326 1.358 0.944  0.1348
H10 -2.825 1.242 -0.827  0.1375
H11 -4.280 -0.001 1.841  0.1337
H12 -4.644 -1.870 0.063  0.0790
H13 -6.166 -0.779 0.207  0.0869
H14 -5.029 -0.526 -1.239  0.0854
H15 -5.874 1.525 -0.268  0.0815
H16 -5.767 1.864 1.548  0.0808
H17 -4.448 2.555 0.335  0.0766
C11 4.943 -5.094 2.769  -0.1473
O3 4.200 -3.903 3.033  -0.2710
P1 4.045 -3.468 4.694  0.7146
O4 2.618 -2.993 4.475  -0.2543
O5 5.064 -2.197 4.455  -0.2540
C12 6.432 -2.463 4.183  -0.1334
O6 3.956 -3.069 6.366  -0.2438
C13 5.023 -3.557 7.172  -0.1448
H18 4.394 -5.698 2.045  0.0867
H19 5.914 -4.829 2.344  0.0802
H20 5.095 -5.683 3.677  0.0733
H21 6.608 -2.406 3.107  0.0891
H22 6.729 -3.449 4.551  0.0787
H23 7.043 -1.706 4.679  0.0922
H24 5.937 -2.991 6.976  0.0777
H25 5.194 -4.618 6.976  0.0778
H26 4.753 -3.433 8.222  0.0896
C14 -1.894 3.598 -6.583  -0.1525
O7 -2.643 4.797 -6.379  -0.2524
P2 -2.823 5.298 -4.740  0.7003
O8 -4.249 5.760 -4.978  -0.2564
O9 -1.799 6.561 -5.000  -0.2545
C15 -0.429 6.285 -5.255  -0.1364
O10 -2.914 5.702 -3.069  -0.2475
C16 -1.847 5.214 -2.261  -0.1493
H27 -2.432 2.964 -7.291  0.0856
H28 -0.917 3.848 -7.005  0.0781
H29 -1.755 3.046 -5.650  0.0730
H30 -0.245 6.318 -6.331  0.0875
H31 -0.138 5.307 -4.863  0.0791
H32 0.180 7.052 -4.771  0.0906
H33 -0.932 5.779 -2.459  0.0783
H34 -1.678 4.152 -2.458  0.0643
H35 -2.117 5.339 -1.212  0.0874

***

- What is the formula in the first record?
  C33H42Cl3N2O9S6SiSn

***

- What is the gap between HOMO and LUMO in the third record?
  6.3 eV

***

- Among the records above, which one has the highest gap between HOMO and LUMO?
  H20HeO10Xe